A structure of composition C38H31Cl2FN5O8S6SbZr. Source: OMol25; level of theory: ωB97M-V/def2-TZVPD.

Each line ends with the Löwdin charge.
Geometry (Å):
Zr (-0.810, -0.904, 1.573)  1.489
C (-0.323, 1.118, -5.996)  -0.055
C (-0.992, -0.213, -5.692)  -0.312
C (-0.583, -1.272, -6.706)  -0.158
C (-1.375, -2.547, -6.476)  -0.142
C (-1.288, -2.973, -5.035)  -0.142
C (-1.529, -4.283, -4.675)  0.040
C (-1.469, -4.671, -3.345)  -0.271
F (-1.734, -5.964, -3.056)  0.053
C (-1.178, -3.789, -2.344)  0.032
C (-0.891, -2.467, -2.697)  -0.054
C (-0.595, -1.514, -1.627)  -0.293
O (-0.650, -1.904, -0.454)  -0.209
C (-0.255, -0.193, -2.033)  -0.022
C (-0.340, 0.136, -3.347)  0.037
N (-0.692, -0.709, -4.338)  0.027
C (-0.956, -2.048, -4.030)  -0.067
C (0.213, 0.858, -1.065)  -0.586
O (0.721, 1.889, -1.527)  0.004
O (0.073, 0.604, 0.173)  -0.196
H (-0.510, 1.361, -7.043)  0.078
H (0.756, 1.058, -5.843)  0.094
H (-0.714, 1.937, -5.395)  0.080
H (-2.080, -0.082, -5.756)  0.162
H (0.490, -1.461, -6.603)  0.131
H (-0.758, -0.885, -7.712)  0.113
H (-1.016, -3.352, -7.121)  0.114
H (-2.423, -2.372, -6.743)  0.125
H (-1.781, -5.020, -5.428)  0.125
H (-1.204, -4.063, -1.298)  0.122
H (-0.104, 1.155, -3.612)  0.122
N (6.276, 0.621, -2.294)  0.067
C (5.440, 0.528, -1.162)  -0.334
C (4.225, 1.210, -1.127)  -0.025
C (3.416, 1.146, -0.007)  -0.043
C (3.819, 0.393, 1.088)  -0.274
C (5.025, -0.288, 1.069)  -0.068
C (5.838, -0.214, -0.052)  -0.048
S (2.719, 0.235, 2.467)  0.605
O (2.040, 1.499, 2.600)  -0.313
O (3.496, -0.241, 3.584)  -0.308
N (1.630, -0.829, 1.955)  -0.152
C (1.864, -2.154, 1.895)  -0.451
N (3.040, -2.771, 2.056)  0.144
C (2.992, -4.099, 2.020)  -0.144
C (1.836, -4.833, 1.830)  -0.063
C (0.670, -4.104, 1.612)  -0.139
N (0.696, -2.787, 1.604)  -0.018
H (5.761, 0.822, -3.138)  0.073
H (6.847, -0.201, -2.424)  0.072
H (3.897, 1.784, -1.988)  0.109
H (2.461, 1.656, 0.003)  0.093
H (5.301, -0.885, 1.927)  0.103
H (6.783, -0.745, -0.075)  0.100
H (3.946, -4.605, 2.151)  0.099
H (1.838, -5.913, 1.834)  0.086
H (-0.298, -4.556, 1.424)  0.048
S (-4.325, -2.920, -1.603)  -0.245
Sb (-4.169, -2.077, 0.521)  -0.144
S (-2.957, -0.001, 0.410)  0.026
S (-2.345, -3.069, 1.688)  0.037
S (-6.057, -1.902, 1.771)  -0.326
O (-0.949, 1.057, 2.587)  -0.662
S (-2.169, 1.940, 2.744)  1.023
C (-1.633, 2.971, 4.111)  -0.338
C (-2.580, 3.735, 4.776)  -0.081
C (-2.183, 4.521, 5.847)  -0.097
C (-0.853, 4.522, 6.248)  -0.100
C (0.079, 3.739, 5.580)  -0.069
C (-0.303, 2.951, 4.503)  -0.051
C (-2.007, 3.155, 1.448)  -0.381
C (-3.165, 3.750, 0.973)  -0.091
C (-3.063, 4.697, -0.035)  -0.092
C (-1.818, 5.002, -0.569)  -0.092
C (-0.674, 4.365, -0.107)  -0.068
C (-0.759, 3.435, 0.918)  -0.048
H (-3.618, 3.705, 4.464)  0.110
H (-2.913, 5.120, 6.378)  0.095
H (-0.546, 5.128, 7.092)  0.093
H (1.114, 3.730, 5.900)  0.106
H (0.408, 2.325, 3.977)  0.090
H (-4.130, 3.443, 1.360)  0.113
H (-3.957, 5.166, -0.427)  0.095
H (-1.743, 5.721, -1.377)  0.093
H (0.286, 4.556, -0.567)  0.104
H (0.112, 2.890, 1.264)  0.107
Cl (-0.889, -0.194, 6.699)  0.579
C (-1.647, -1.530, 5.785)  -0.983
Cl (-0.914, -3.081, 6.215)  0.581
C (-1.539, -1.217, 4.291)  -0.838
O (-2.533, -0.739, 3.747)  -0.085
O (-0.434, -1.440, 3.716)  -0.190
H (-2.691, -1.557, 6.070)  0.063

- Orbital gap: 0.2024 Ha
- Spin multiplicity: 1
- E_LUMO: 3.57 eV
- Charge: -2
- Largest force on an atom: 0.0138 Eh/bohr



A cluster of 2 separate species, C38H31N5O4 in total at a distorted geometry. Source: OMol25; level of theory: ωB97M-V/def2-TZVPD.

Each line ends with the Löwdin charge.
Geometry (Å):
C (1.803, 0.157, 0.505)  -0.042
C (1.187, -0.976, 0.050)  -0.097
N (0.511, -1.072, -1.128)  -0.109
C (1.162, -0.661, -2.369)  -0.144
C (0.390, -1.395, -3.469)  -0.138
C (-0.918, -1.849, -2.830)  -0.131
C (-0.655, -1.940, -1.322)  -0.193
C (-1.882, -1.577, -0.414)  -0.230
C (-2.967, -2.675, -0.502)  -0.160
C (-3.597, -3.180, 0.647)  -0.028
C (-4.528, -4.221, 0.567)  -0.073
C (-4.861, -4.765, -0.674)  -0.093
C (-4.322, -4.201, -1.834)  -0.070
C (-3.437, -3.120, -1.744)  -0.045
C (-2.448, -0.235, -0.905)  -0.170
C (-3.800, -0.059, -1.216)  -0.016
C (-4.218, 1.111, -1.865)  -0.071
C (-3.299, 2.112, -2.174)  -0.082
C (-1.964, 1.980, -1.781)  -0.066
C (-1.578, 0.847, -1.057)  -0.047
C (-1.351, -1.491, 1.020)  -0.197
C (-1.425, -0.326, 1.784)  -0.010
C (-0.874, -0.309, 3.069)  -0.068
C (-0.327, -1.461, 3.620)  -0.085
C (-0.317, -2.649, 2.889)  -0.070
C (-0.845, -2.673, 1.596)  -0.073
C (2.338, 0.137, 1.870)  -0.227
C (2.068, 1.140, 2.838)  -0.077
C (2.612, 1.058, 4.120)  -0.079
C (3.321, -0.085, 4.509)  -0.092
C (3.490, -1.142, 3.601)  -0.081
C (3.054, -1.010, 2.288)  -0.045
H (1.793, 1.036, -0.142)  0.070
H (1.176, -1.878, 0.672)  0.121
H (2.236, -0.907, -2.365)  0.125
H (1.080, 0.433, -2.481)  0.109
H (0.969, -2.267, -3.789)  0.111
H (0.223, -0.752, -4.338)  0.113
H (-1.251, -2.818, -3.208)  0.111
H (-1.700, -1.106, -3.028)  0.117
H (-0.345, -2.973, -1.065)  0.158
H (-3.367, -2.767, 1.630)  0.120
H (-4.978, -4.600, 1.487)  0.105
H (-5.552, -5.609, -0.737)  0.101
H (-4.600, -4.581, -2.820)  0.105
H (-3.148, -2.612, -2.664)  0.100
H (-4.536, -0.823, -0.955)  0.119
H (-5.270, 1.214, -2.138)  0.103
H (-3.607, 3.010, -2.709)  0.103
H (-1.231, 2.748, -2.013)  0.090
H (-0.597, 0.812, -0.586)  0.092
H (-1.901, 0.577, 1.394)  0.117
H (-0.876, 0.637, 3.613)  0.111
H (0.104, -1.432, 4.620)  0.106
H (0.092, -3.564, 3.319)  0.107
H (-0.869, -3.611, 1.027)  0.129
H (1.383, 1.953, 2.578)  0.091
H (2.462, 1.888, 4.816)  0.106
H (3.731, -0.160, 5.519)  0.100
H (3.970, -2.075, 3.910)  0.105
H (3.242, -1.795, 1.547)  0.117
N (3.825, 7.272, -2.757)  0.177
C (3.519, 6.258, -2.256)  -0.160
C (3.093, 5.049, -1.613)  -0.140
C (1.816, 4.840, -1.064)  0.091
C (1.543, 3.709, -0.255)  -0.106
N (0.207, 3.524, 0.220)  -0.281
O (-0.691, 4.274, -0.235)  0.057
O (-0.041, 2.602, 1.047)  0.049
C (2.546, 2.761, 0.086)  0.075
C (3.778, 2.938, -0.557)  -0.072
C (4.091, 4.060, -1.353)  -0.185
N (5.426, 4.283, -1.484)  0.159
O (6.006, 3.251, -0.749)  0.050
N (5.004, 2.388, -0.177)  -0.125
O (5.329, 1.441, 0.518)  0.119
H (1.030, 5.577, -1.238)  0.140
H (2.567, 2.323, 1.081)  0.097

- Orbital gap: 0.1895 Ha
- Spin multiplicity: 1
- E_LUMO: -2.46 eV
- Charge: 0
- Largest force on an atom: 0.0657 Eh/bohr
- SMILES: C(=C\N1CCC[C@@H]1C(c1ccccc1)(c1ccccc1)c1ccccc1)/c1ccccc1.N#Cc1cc([N+](=O)[O-])cc2c1no[n+]2[O-]



| no. | calculated total energy (eV) | HOMO (eV) |
| --- | --- | --- |
| 1 | -164343.5154 | -1.9 |
| 2 | -55539.5856 | -7.6 |